[1]
Below is a 2-piece molecular cluster, C2H3NO4 overall in a non-equilibrium geometry, with properties calculated with ωB97M-V with the def2-TZVPD basis set.

XYZ file:
```
10
Properties=species:S:1:pos:R:3:nbo_charge:R:1
C -0.9241 -0.4826 -0.8755 0.7652
C 1.2129 0.2031 0.2173 0.6570
N -1.6348 -0.6128 0.0502 -0.2259
O -0.3424 -0.5507 -1.8472 -0.5478
O -1.8910 -0.3950 1.3573 -0.4892
O 1.0466 -0.1908 1.3162 -0.5807
O 0.9392 1.4024 -0.2423 -0.6891
H 1.9122 -0.3414 -0.6529 0.0925
H -1.1221 -0.4578 1.9198 0.5014
H 0.8036 1.4255 -1.2429 0.5167
```

As for the SMILES: O=C=NO.O=CO. Its total energy is -433.6138 Ha. The gap between HOMO and LUMO comes out at 10.76 eV. The relative energy (zero: lowest compared OMol25 entry of this formula, charge and spin) comes out at 393.2 kJ/mol.



[2]
Below is a 11-piece molecular cluster, C52H114N6O3 overall in a non-equilibrium geometry, with properties calculated with ωB97M-V with the def2-TZVPD basis set.

XYZ file:
```
175
Properties=species:S:1:pos:R:3:mulliken_charge:R:1
C 9.3611 22.1946 10.2592 -1.1780
C 7.8256 22.1666 10.3889 -0.1049
C 7.3169 23.5758 10.7417 -1.1304
N 5.7821 23.7245 10.7451 -0.1121
C 5.4262 23.6133 9.3077 -0.8979
C 5.1582 22.7213 11.6094 -0.6812
C 5.4766 23.1413 12.9726 -0.4033
C 5.4371 24.7143 12.9152 -0.5896
C 5.3020 24.9831 11.3714 -0.5066
H 9.5089 23.0765 9.6774 0.4559
H 9.7530 21.3084 9.6766 0.2936
H 9.8559 22.2865 11.1996 0.1755
H 7.4983 21.5483 11.2454 0.2503
H 7.2742 21.7983 9.5450 0.2801
H 7.7140 24.3402 10.0825 0.5820
H 7.6689 23.8236 11.7130 0.5138
H 5.9737 24.4668 8.7799 0.3757
H 4.3539 23.7431 9.1949 0.4205
H 5.7688 22.7241 8.8377 0.3514
H 4.1000 22.6107 11.3703 0.4576
H 5.6003 21.7423 11.3032 0.4800
H 4.7694 22.9040 13.7140 0.4566
H 6.4884 22.7103 13.3104 0.0811
H 4.5150 25.0858 13.4198 0.3662
H 6.3363 25.1908 13.4384 0.2907
H 4.2672 25.0904 11.0076 0.4065
H 5.9786 25.7662 10.9525 0.3643
C 19.0804 15.6690 16.5643 -1.2739
C 19.4507 14.5787 15.5459 -0.3701
C 18.3050 13.5303 15.6881 -0.4594
C 18.5551 12.3617 14.8208 -1.3723
N 17.4650 11.3361 14.6317 0.7556
C 18.0169 10.2926 13.6362 -0.7166
C 16.7332 9.6430 13.1550 -0.8405
C 15.8553 10.9051 12.8238 -0.3309
C 16.2550 11.8761 13.9249 -0.3824
C 17.0475 10.6798 15.9634 -0.7758
C 18.2012 10.2136 16.7963 -0.2260
C 17.6551 9.9219 18.2158 -1.4385
H 19.2392 15.3840 17.6327 0.3199
H 18.0521 16.0703 16.4004 0.3084
H 19.7216 16.5612 16.4423 0.4213
H 20.4148 14.0925 15.7534 0.3242
H 19.3440 14.8490 14.5217 0.3355
H 17.3572 14.0710 15.3104 0.2335
H 18.1118 13.2602 16.7232 0.4195
H 19.3323 11.7169 15.1585 0.6945
H 18.7822 12.7717 13.8179 0.4558
H 18.7939 9.6580 14.0893 0.4816
H 18.4905 10.9326 12.8899 0.4844
H 16.3082 9.1540 13.9882 0.2705
H 16.8660 8.9106 12.3576 0.5017
H 14.7593 10.6797 12.9029 0.2342
H 16.1108 11.3641 11.8619 0.2867
H 15.3910 11.8896 14.6760 -0.0062
H 16.4532 12.8728 13.5346 0.1368
H 16.3402 9.8322 15.7510 0.2853
H 16.4893 11.4719 16.4105 0.6170
H 19.0073 11.0014 16.9862 0.1581
H 18.6467 9.2858 16.3661 0.2818
H 16.8017 9.3061 18.3148 0.3951
H 17.3659 10.8977 18.6813 0.3507
H 18.5149 9.5388 18.8220 0.3770
C 15.3636 31.4819 25.7508 -0.4267
C 16.4933 31.5748 24.9669 -0.0658
C 16.9292 32.9175 24.7369 -0.5897
C 11.5130 26.8389 24.5636 -0.1711
N 12.7080 27.3391 24.5120 0.1106
C 13.0848 28.6317 23.8802 -0.6462
C 14.5724 28.5260 23.5469 -0.4619
C 15.1301 27.3970 24.4766 -0.5512
C 13.8888 26.6475 25.0150 -0.6608
C 9.8450 22.3220 14.8643 0.2209
C 9.9607 23.6909 14.7806 -0.8783
C 10.4230 21.4689 13.7755 -0.8666
H 15.0742 30.4749 26.0396 0.2775
H 23.3759 20.0539 7.6207 -0.0003
H 14.8912 32.3256 26.3071 0.2889
H 16.6897 30.8794 24.2147 0.3730
H 19.6615 21.3836 18.2271 -0.1145
H 17.6834 33.5067 24.1590 0.3308
H 16.7088 33.4812 25.6413 0.2200
H 10.5806 27.4260 24.2858 0.3054
H 11.4693 25.9597 25.1739 0.3368
H 12.5819 28.7918 22.9535 0.4239
H 12.9825 29.3891 24.6658 0.3094
H 14.6023 28.2107 22.4715 0.3760
H 14.9622 29.5673 23.3943 0.2042
H 15.8131 26.7470 23.8840 0.3705
H 15.7093 27.7257 25.3497 0.2593
H 13.8773 25.6390 24.5480 0.3377
H 13.6927 26.5986 26.0429 0.4327
H 13.3363 26.3882 16.6096 -0.2399
H 9.2228 21.7172 15.6641 0.2667
H 9.5723 24.3870 15.4772 0.3632
H 10.8128 23.8960 14.0232 0.1879
H 11.2285 22.0033 13.1665 0.2834
H 9.6173 21.1030 13.1209 0.0533
H 10.9790 20.5796 14.1589 0.3464
C 12.9948 9.1330 17.0575 -1.0452
C 11.7942 9.6440 17.8985 -0.5984
C 10.5162 9.5751 16.9535 -0.6371
C 9.1516 10.0027 17.4685 -1.1254
N 8.0322 9.8603 16.4754 0.4507
C 6.7578 10.2318 17.1744 -0.8713
C 5.6687 9.5058 16.4608 -0.6575
C 6.2574 8.1870 15.9465 -0.6888
C 7.7621 8.4303 16.2051 -0.5563
C 8.3573 10.5843 15.1762 -1.3024
C 8.5690 12.0905 15.2790 0.0137
C 9.1208 12.5305 13.9191 -1.5697
H 12.7576 8.1457 16.6784 0.4025
H 13.9300 9.0475 17.6611 0.2417
H 13.1511 9.7300 16.1715 0.3091
H 11.8146 10.6490 18.1532 0.4016
H 11.5857 9.0352 18.7762 0.3221
H 10.4549 8.6246 16.5273 0.6332
H 10.7385 10.2691 16.0840 0.1036
H 9.0788 11.0570 17.7814 0.5171
H 8.8901 9.3548 18.3003 0.5757
H 6.6840 11.3148 17.1539 0.4505
H 6.8508 9.9873 18.1900 0.5836
H 5.5172 10.1176 15.5942 0.3079
H 4.7688 9.4014 17.0678 0.4498
H 6.0085 7.9514 14.9094 0.3241
H 5.9037 7.3230 16.5816 0.3080
H 8.3419 8.1187 15.3254 0.3444
H 8.0682 7.8580 17.1053 0.4399
H 7.4507 10.4206 14.5464 0.6103
H 9.1832 10.0905 14.7594 0.5904
H 9.2659 12.4849 16.0764 0.2302
H 7.5908 12.5744 15.4145 0.3485
H 10.1675 12.2593 13.7792 0.2298
H 9.0662 13.6059 13.8518 0.4561
H 8.5473 12.1527 13.1063 0.4181
C 15.7321 16.5903 12.0945 -1.3840
C 15.5335 15.6876 10.9267 -0.3089
C 14.1118 15.6573 10.4025 -0.7925
C 13.7856 14.5125 9.2999 -1.0684
N 12.6358 14.9414 8.3216 0.8957
C 12.9545 16.0012 7.2632 -0.5486
C 13.1066 15.2383 5.9605 -0.6867
C 12.0087 14.2313 6.0381 -0.4589
C 12.2873 13.7278 7.4770 -0.9220
C 11.3985 15.3410 9.0428 -1.1896
C 10.0214 15.5906 8.3253 -0.2112
C 9.0274 16.0167 9.4055 -1.3575
H 15.3129 17.5704 11.8686 0.3980
H 16.8075 16.6506 12.2730 0.3619
H 15.2038 16.1134 12.9065 0.3068
H 15.7903 14.6477 11.2732 -0.1224
H 16.2438 15.9652 10.1567 0.5099
H 13.9195 16.6371 9.9356 0.9594
H 13.4086 15.4906 11.2184 0.1192
H 13.4148 13.6817 9.8502 0.6263
H 14.6180 14.1832 8.7137 0.5027
H 12.1352 16.7068 7.1984 0.3633
H 13.8274 16.5798 7.5419 0.3299
H 12.8758 16.0252 5.2129 0.3844
H 14.0838 14.8313 5.7947 0.3219
H 11.0770 14.7202 6.0519 0.2376
H 12.0829 13.5003 5.2216 0.3953
H 11.5274 13.1558 8.0400 0.3223
H 13.1406 13.0920 7.4120 0.4903
H 11.6762 16.2376 9.6406 0.3572
H 11.2611 14.5212 9.7549 0.5305
H 9.7932 14.6506 7.8362 0.4199
H 10.1578 16.4001 7.5687 0.2539
H 9.1469 15.4230 10.3456 0.2738
H 7.9985 15.9358 9.0254 0.3839
H 9.2954 17.0042 9.7146 0.3769
N 12.7848 13.2466 12.5443 0.8244
O 12.4633 12.7917 13.6842 -0.6712
O 13.9992 13.3947 12.1710 -0.5525
O 11.8368 13.6122 11.8145 -0.6216
```

Its total energy is -2601.7842 Ha. The gap between HOMO and LUMO comes out at 1.10 eV. As for the total charge: +4.